No. 1
{
  "formula": "C32H26BrIrN3OS2",
  "method": "ωB97M-V/def2-TZVPD",
  "symbols": ["Ir", "Br", "C", "C", "C", "C", "O", "C", "C", "N", "C", "C", "C", "C", "C", "C", "C", "C", "N", "C", "C", "H", "H", "H", "H", "H", "H", "H", "H", "H", "H", "C", "C", "S", "C", "C", "S", "H", "H", "H", "H", "H", "H", "C", "C", "C", "C", "C", "C", "N", "C", "C", "C", "C", "C", "C", "H", "H", "H", "H", "H", "H", "H", "H", "H", "H"],
  "coordinates": [[-0.477, 0.736, -0.156], [4.144, 0.805, -5.992], [2.703, 0.910, -4.737], [1.388, 0.929, -5.215], [0.363, 0.934, -4.308], [0.579, 0.892, -2.905], [-0.455, 0.800, -2.164], [1.945, 0.924, -2.437], [2.341, 0.883, -1.074], [1.559, 0.745, -0.044], [2.009, 0.699, 1.271], [3.333, 0.665, 1.689], [3.652, 0.613, 3.045], [2.676, 0.606, 4.011], [1.322, 0.678, 3.639], [0.267, 0.751, 4.571], [-1.014, 0.918, 4.111], [-1.259, 0.947, 2.740], [-0.303, 0.805, 1.840], [0.990, 0.713, 2.265], [2.978, 0.928, -3.401], [1.192, 0.923, -6.277], [-0.664, 0.927, -4.645], [3.410, 0.981, -0.896], [4.136, 0.660, 0.967], [4.693, 0.583, 3.342], [2.936, 0.553, 5.060], [0.483, 0.710, 5.630], [-1.841, 1.030, 4.798], [-2.261, 1.083, 2.352], [4.008, 0.913, -3.065], [-4.651, 3.008, -0.131], [-3.173, 2.676, -0.149], [-2.858, 0.973, -0.209], [-2.231, 3.640, -0.128], [-2.584, 5.107, -0.103], [-0.525, 3.351, -0.126], [-5.227, 2.084, -0.138], [-4.937, 3.593, -1.008], [-4.924, 3.573, 0.764], [-3.658, 5.279, -0.099], [-2.151, 5.605, -0.975], [-2.146, 5.580, 0.780], [-0.043, -3.460, 3.635], [-1.014, -2.499, 3.381], [-1.153, -1.949, 2.120], [-0.310, -2.336, 1.062], [0.613, -3.376, 1.317], [0.759, -3.900, 2.587], [-0.320, -1.683, -0.140], [-0.259, -2.404, -1.313], [0.631, -2.079, -2.344], [0.548, -2.685, -3.585], [-0.408, -3.661, -3.830], [-1.242, -4.060, -2.793], [-1.156, -3.466, -1.548], [0.079, -3.871, 4.629], [-1.676, -2.179, 4.178], [-1.936, -1.235, 1.901], [1.234, -3.727, 0.502], [1.518, -4.653, 2.770], [1.408, -1.365, -2.135], [1.240, -2.395, -4.368], [-0.493, -4.115, -4.810], [-1.979, -4.837, -2.964], [-1.809, -3.779, -0.742]],
  "forces_ev_per_a": [[-0.50, 1.43, -0.15], [-0.09, 0.06, 0.06], [0.61, -0.04, -0.01], [-0.37, -0.01, 0.42], [0.09, 0.02, -0.63], [0.10, 0.04, 0.73], [-0.20, -0.14, -0.62], [-0.44, 0.14, -0.38], [-0.08, 0.01, 0.54], [-0.06, -0.03, -0.88], [0.85, -0.03, 0.79], [-0.66, -0.06, -0.56], [-0.07, -0.02, 0.64], [0.37, -0.01, -0.16], [-0.11, -0.05, -0.40], [-0.46, 0.12, -0.16], [0.53, 0.03, 0.61], [0.14, 0.21, -0.60], [-0.37, 0.09, 0.68], [0.29, 0.02, 0.27], [0.04, 0.02, -0.12], [-0.01, 0.01, -0.01], [-0.04, -0.01, 0.08], [0.04, -0.05, -0.03], [0.00, 0.00, -0.03], [0.01, -0.04, -0.03], [0.00, 0.03, 0.02], [0.02, -0.01, 0.02], [-0.04, -0.03, -0.02], [0.02, -0.09, -0.16], [0.02, 0.01, 0.01], [0.09, -0.09, -0.05], [0.32, 0.96, 0.07], [0.55, -1.19, 0.03], [-1.16, -0.20, 0.07], [0.27, -0.10, 0.00], [0.93, -2.42, -0.06], [-0.07, 0.02, 0.00], [-0.07, 0.00, 0.01], [-0.05, 0.01, 0.00], [-0.01, 0.01, 0.00], [-0.04, 0.07, -0.01], [-0.04, 0.07, 0.02], [0.03, -0.04, 0.19], [0.04, -0.04, 0.02], [-0.03, -0.27, -0.14], [0.14, -0.08, 0.13], [-0.07, 0.07, 0.07], [-0.09, -0.05, -0.05], [-0.16, 2.00, 0.07], [-0.18, -0.21, -0.29], [-0.09, -0.21, 0.26], [0.00, -0.07, -0.10], [0.03, -0.01, -0.10], [0.05, -0.12, 0.04], [0.07, 0.13, 0.00], [-0.01, 0.00, 0.01], [-0.02, 0.01, 0.02], [-0.02, -0.03, -0.03], [0.05, 0.05, 0.00], [-0.03, -0.04, -0.02], [-0.01, 0.08, -0.04], [0.01, 0.02, -0.01], [0.01, -0.01, 0.00], [0.01, -0.01, 0.02], [-0.07, 0.07, -0.02]],
  "lumo_energy_ev": 1.391,
  "total_charge": -1
}

No. 2
{
  "formula": "C4H12N3",
  "method": "ωB97M-V/def2-TZVPD",
  "symbols": ["C", "C", "C", "C", "N", "N", "N", "H", "H", "H", "H", "H", "H", "H", "H", "H", "H", "H", "H"],
  "coordinates": [[0.723, -1.121, 0.043], [1.622, -0.123, -0.481], [-0.725, -0.564, -0.333], [2.517, 0.673, 0.338], [-0.634, 0.792, 0.078], [-1.861, -1.204, 0.258], [-1.917, 1.445, -0.064], [0.818, -2.086, -0.453], [0.799, -1.224, 1.125], [1.650, 0.016, -1.553], [-0.806, -0.688, -1.427], [2.389, 0.480, 1.398], [2.407, 1.739, 0.131], [3.546, 0.436, 0.043], [-2.048, -2.131, -0.096], [-1.801, -1.235, 1.270], [-2.018, 2.132, 0.693], [-2.665, 0.721, 0.003], [-1.996, 1.941, -0.972]],
  "forces_ev_per_a": [[-0.08, -0.03, 0.18], [-0.94, 0.43, 0.24], [-0.39, 0.13, -0.41], [0.05, 0.04, 0.24], [1.36, 0.25, 0.61], [0.03, -0.28, 0.09], [-0.26, -0.01, -0.57], [0.03, -0.03, -0.07], [0.02, -0.03, -0.04], [0.04, -0.01, -0.20], [0.02, -0.27, 0.02], [0.01, 0.02, 0.02], [-0.04, 0.02, -0.14], [0.09, -0.06, -0.06], [-0.17, -0.02, -0.10], [0.08, -0.02, 0.01], [0.00, -0.29, -0.33], [0.26, 0.37, 0.02], [-0.11, -0.21, 0.49]],
  "lumo_energy_ev": [-5.103, -5.103],
  "total_charge": 1
}

No. 3
{
  "formula": "C31H50ClPTeY",
  "method": "ωB97M-V/def2-TZVPD",
  "symbols": ["Y", "P", "Cl", "C", "H", "H", "C", "C", "C", "H", "C", "H", "H", "C", "H", "H", "C", "H", "H", "C", "H", "H", "H", "H", "C", "C", "H", "C", "H", "H", "C", "H", "H", "C", "H", "H", "C", "H", "H", "H", "H", "C", "H", "C", "H", "H", "C", "H", "H", "C", "H", "H", "C", "H", "H", "H", "H", "C", "C", "H", "C", "H", "C", "H", "H", "C", "H", "H", "C", "H", "H", "H", "H", "Te", "C", "C", "C", "C", "C", "C", "H", "H", "H", "H", "H"],
  "coordinates": [[-0.932, -0.710, 1.289], [-0.009, 0.917, -0.903], [-3.081, 0.558, 0.721], [-1.098, -2.208, -0.366], [-0.359, -2.876, -0.837], [-2.043, -2.312, -0.937], [-0.458, 2.557, -0.109], [-1.228, 0.603, -2.285], [0.095, 3.802, -0.812], [-1.561, 2.556, -0.187], [-0.455, 5.069, -0.146], [1.194, 3.802, -0.751], [-0.170, 3.794, -1.881], [-0.162, 5.112, 1.358], [-0.032, 5.947, -0.645], [-1.542, 5.100, -0.300], [-0.614, 3.834, 2.073], [0.916, 5.258, 1.509], [-0.664, 5.980, 1.799], [-0.108, 2.548, 1.393], [-0.282, 3.855, 3.118], [-1.712, 3.804, 2.086], [0.984, 2.477, 1.525], [-0.575, 1.685, 1.921], [1.692, 0.978, -1.655], [-0.753, -0.569, -3.153], [-2.112, 0.263, -1.712], [-1.830, -0.952, -4.175], [0.179, -0.305, -3.676], [-0.549, -1.427, -2.500], [-2.326, 0.245, -4.991], [-1.443, -1.731, -4.841], [-2.680, -1.385, -3.630], [-2.746, 1.420, -4.102], [-1.531, 0.574, -5.674], [-3.175, -0.065, -5.611], [-1.657, 1.826, -3.103], [-3.019, 2.284, -4.718], [-3.640, 1.132, -3.534], [-0.795, 2.250, -3.641], [-2.046, 2.611, -2.437], [2.760, 1.349, -0.613], [1.845, -0.084, -1.932], [4.168, 1.127, -1.182], [2.648, 2.402, -0.308], [2.645, 0.739, 0.293], [4.383, 1.862, -2.513], [4.915, 1.451, -0.446], [4.316, 0.049, -1.345], [3.265, 1.566, -3.522], [4.424, 2.946, -2.325], [5.351, 1.572, -2.942], [1.861, 1.803, -2.940], [3.395, 2.176, -4.424], [3.336, 0.512, -3.826], [1.725, 2.874, -2.723], [1.105, 1.525, -3.687], [1.557, -0.811, 2.116], [1.520, -1.697, 1.058], [1.707, 0.268, 1.957], [1.589, -3.179, 1.247], [1.494, -1.336, 0.016], [1.154, -3.600, 2.666], [0.979, -3.689, 0.491], [2.627, -3.525, 1.088], [1.875, -2.772, 3.731], [0.064, -3.485, 2.788], [1.365, -4.667, 2.818], [1.659, -1.253, 3.550], [1.551, -3.080, 4.736], [2.952, -2.972, 3.677], [0.751, -0.965, 4.115], [2.489, -0.715, 4.042], [-2.168, -1.244, 3.910], [-2.564, -3.304, 3.927], [-2.862, -4.066, 2.773], [-3.269, -5.398, 2.929], [-3.352, -5.977, 4.205], [-3.001, -5.233, 5.343], [-2.592, -3.900, 5.216], [-2.779, -3.594, 1.787], [-3.525, -5.988, 2.045], [-3.681, -7.011, 4.314], [-3.047, -5.686, 6.335], [-2.306, -3.292, 6.073]],
  "forces_ev_per_a": [[-1.62, -0.90, -2.10], [-0.41, -0.36, 0.78], [-0.27, 0.51, -0.15], [0.12, 0.11, 0.94], [-0.07, -0.10, -0.01], [0.14, 0.16, 0.13], [0.10, -0.09, -0.79], [0.16, 0.28, 0.39], [-0.18, 0.22, 0.31], [0.32, 0.01, 0.06], [0.07, -0.01, -0.09], [-0.21, 0.08, -0.01], [0.08, -0.02, 0.35], [0.08, -0.09, -0.17], [-0.08, 0.06, 0.10], [0.08, -0.01, 0.00], [-0.12, -0.10, -0.01], [-0.04, -0.04, -0.02], [0.09, -0.08, 0.02], [-0.10, 0.31, -0.03], [-0.08, 0.00, -0.10], [0.13, -0.06, -0.01], [-0.15, -0.06, -0.03], [0.26, 0.59, -0.31], [-0.40, 0.14, -0.09], [-0.04, 0.10, -0.23], [0.33, 0.01, -0.15], [-0.03, 0.14, 0.14], [-0.16, -0.03, -0.05], [-0.01, 0.23, -0.02], [0.07, 0.00, 0.02], [-0.08, 0.05, 0.05], [0.12, 0.01, -0.03], [-0.01, 0.01, 0.08], [-0.02, 0.00, 0.03], [0.10, 0.07, -0.02], [0.03, -0.11, -0.15], [-0.04, -0.08, 0.00], [0.06, 0.03, -0.04], [-0.23, -0.03, 0.04], [0.08, -0.17, -0.15], [0.15, -0.07, -0.09], [0.00, 0.24, 0.09], [-0.04, 0.05, -0.10], [0.02, -0.23, -0.11], [-0.01, 0.17, -0.29], [-0.13, 0.03, 0.07], [-0.04, -0.09, -0.12], [-0.03, 0.13, 0.06], [-0.09, 0.03, 0.05], [-0.02, -0.13, -0.02], [-0.11, 0.11, 0.07], [0.34, 0.05, -0.02], [0.06, -0.11, 0.07], [-0.01, 0.09, -0.02], [0.06, -0.27, -0.06], [0.27, 0.09, 0.26], [1.25, -1.46, -1.18], [1.20, 1.29, 1.12], [-0.53, -0.42, -0.19], [-0.24, -0.67, 0.42], [-0.05, -0.05, 0.57], [-0.10, 0.01, -0.07], [0.04, 0.26, 0.24], [-0.13, 0.30, -0.02], [0.12, 0.13, -0.02], [0.26, 0.05, -0.19], [-0.03, 0.19, -0.06], [-0.13, -0.24, 0.76], [0.02, 0.15, -0.25], [-0.04, -0.06, -0.05], [0.31, -0.01, -0.35], [-0.19, -0.05, -0.26], [-0.21, 0.14, 0.71], [0.02, -0.73, 0.46], [-0.09, 0.10, 0.81], [0.16, 0.19, 0.31], [0.11, 0.27, -0.04], [0.09, 0.20, -0.27], [-0.32, -0.41, -1.12], [-0.03, -0.25, 0.31], [0.08, 0.15, 0.24], [0.09, 0.25, -0.03], [0.00, 0.03, -0.24], [-0.15, -0.25, -0.12]],
  "lumo_energy_ev": [2.422, 2.422],
  "total_charge": -1
}

No. 4
{
  "formula": "C26H27IrN3O7P3S2",
  "method": "ωB97M-V/def2-TZVPD",
  "symbols": ["Ir", "C", "C", "S", "C", "C", "S", "H", "H", "H", "H", "H", "H", "C", "C", "O", "P", "O", "O", "O", "P", "O", "O", "O", "H", "H", "H", "H", "H", "H", "H", "C", "C", "C", "C", "C", "C", "P", "C", "C", "C", "C", "C", "C", "C", "C", "C", "C", "C", "C", "H", "H", "H", "H", "H", "H", "H", "H", "H", "H", "H", "H", "H", "H", "N", "C", "N", "C", "N"],
  "coordinates": [[-0.625, -1.035, -0.564], [-2.927, -4.262, 1.875], [-2.342, -3.022, 1.260], [-1.447, -3.196, -0.165], [-2.527, -1.789, 1.863], [-3.279, -1.667, 3.159], [-1.886, -0.364, 1.220], [-2.645, -5.144, 1.303], [-4.018, -4.206, 1.911], [-2.569, -4.386, 2.900], [-2.714, -2.149, 3.961], [-4.259, -2.146, 3.100], [-3.414, -0.621, 3.428], [3.560, -2.698, 2.774], [2.779, -1.393, 2.831], [3.614, -0.406, 3.447], [1.295, -1.531, 3.893], [1.742, -2.391, 5.177], [0.340, -2.571, 3.190], [0.780, -0.202, 4.268], [2.347, -0.887, 1.099], [2.071, 0.711, 1.251], [3.473, -1.088, 0.164], [0.993, -1.543, 0.845], [3.867, -2.992, 3.777], [4.435, -2.557, 2.141], [2.948, -3.491, 2.344], [3.080, 0.398, 3.513], [1.900, -1.785, 5.909], [0.345, -2.360, 2.219], [2.821, 1.151, 0.828], [3.338, 2.663, -3.596], [3.390, 1.433, -2.962], [2.306, 0.991, -2.213], [1.166, 1.783, -2.108], [1.125, 3.029, -2.736], [2.210, 3.466, -3.477], [-0.287, 1.165, -1.225], [-0.783, 2.540, -0.143], [0.171, 3.202, 0.627], [-0.210, 4.204, 1.504], [-1.549, 4.551, 1.625], [-2.504, 3.891, 0.866], [-2.125, 2.887, -0.013], [-1.674, 0.841, -2.331], [-2.366, 1.529, -3.317], [-3.448, 0.895, -3.910], [-3.805, -0.390, -3.507], [-3.099, -1.072, -2.524], [-2.002, -0.458, -1.923], [4.180, 2.999, -4.189], [4.260, 0.798, -3.060], [2.363, 0.038, -1.708], [0.247, 3.657, -2.639], [2.174, 4.431, -3.968], [1.214, 2.924, 0.546], [0.539, 4.708, 2.101], [-1.847, 5.332, 2.313], [-3.551, 4.153, 0.960], [-2.874, 2.369, -0.598], [-2.073, 2.529, -3.618], [-4.012, 1.394, -4.688], [-4.654, -0.872, -3.981], [-3.394, -2.074, -2.238], [3.671, -1.437, -5.068], [2.769, -1.953, -4.553], [1.750, -2.621, -4.039], [1.132, -2.148, -3.016], [0.516, -1.755, -2.114]],
  "forces_ev_per_a": [[-0.05, 0.03, -0.09], [-0.01, -0.02, -0.02], [0.01, -0.01, 0.00], [0.05, -0.10, -0.03], [-0.04, 0.06, 0.04], [0.01, 0.00, 0.00], [0.02, 0.08, 0.08], [-0.01, 0.00, 0.00], [0.00, 0.00, 0.01], [0.01, 0.00, 0.00], [-0.01, 0.00, 0.00], [0.00, 0.00, 0.00], [0.00, 0.00, 0.00], [0.02, 0.02, -0.01], [0.00, -0.03, 0.03], [0.02, 0.00, -0.06], [-0.02, -0.01, -0.01], [-0.03, 0.01, 0.01], [0.02, 0.03, 0.06], [0.00, -0.06, 0.01], [0.01, 0.02, -0.09], [0.01, -0.04, 0.00], [-0.01, -0.02, 0.04], [0.00, -0.04, 0.13], [0.00, 0.00, 0.00], [0.00, 0.00, 0.00], [0.00, 0.00, 0.00], [-0.02, 0.00, 0.01], [0.00, 0.01, 0.01], [0.00, 0.00, -0.05], [0.02, 0.01, 0.00], [0.03, -0.03, 0.00], [0.01, 0.01, 0.00], [-0.01, 0.09, 0.00], [0.02, -0.02, -0.03], [-0.02, 0.00, 0.00], [-0.03, 0.02, 0.01], [-0.03, -0.03, 0.00], [0.01, -0.04, 0.02], [0.02, 0.03, -0.01], [0.02, -0.01, 0.00], [-0.01, 0.00, -0.01], [0.00, 0.01, 0.00], [0.00, 0.01, -0.01], [0.05, 0.03, -0.05], [0.01, 0.02, -0.01], [0.01, 0.01, -0.01], [-0.01, -0.02, 0.00], [0.00, -0.03, 0.02], [-0.05, 0.06, -0.01], [0.00, 0.00, 0.00], [-0.01, -0.01, -0.01], [0.00, -0.09, 0.01], [0.00, 0.00, 0.00], [0.00, 0.00, 0.00], [-0.05, 0.03, -0.01], [-0.01, 0.00, 0.00], [0.00, 0.00, 0.00], [0.00, 0.00, 0.00], [0.00, -0.01, 0.00], [0.00, 0.00, 0.00], [0.00, 0.00, 0.00], [0.00, 0.00, 0.00], [0.01, 0.00, 0.00], [-0.01, 0.01, 0.00], [0.01, -0.02, 0.02], [0.00, -0.06, 0.07], [0.02, 0.23, -0.13], [0.02, -0.11, 0.05]],
  "lumo_energy_ev": [2.410, 0.936],
  "total_charge": -1,
  "multiplicity": 2
}

It is found that the electronic energy values, taken in the order of the records, are -4949.3834 -323.5057 -2319.1679 -3623.0993 Ha.
It is found that the ΔE to the lowest compared entry with this formula, charge and spin values, taken in the order of the records, are 0.0 108.3 0.0 0.3 kcal per mole.
It is found that the M values, taken in the order of the records, are 804.84 102.16 705.67 842.79 g mol⁻¹.